Entry 1:
DFT (ωB97M-V/def2-TZVPD) results for a cluster of 2 separate species, C18H21F10N4O5S3 in total in a non-equilibrium geometry.

Output
Lowest unoccupied orbital energy   1.73 eV
Gap between HOMO and LUMO   0.2204 Eh

Structure (ORCA input):
```
! RIJCOSX wB97M-V def2-TZVPD def2/J DEFGRID3
* xyz -1 1
C 1.4589 -2.2958 0.7418
C 1.7589 -1.3128 1.8446
O 2.2631 -1.6963 2.8755
N 1.2717 0.0512 1.7526
C 0.8941 0.4912 3.1055
C 2.0613 1.0624 1.0469
S 3.5246 1.7026 2.0463
C 1.2412 2.3571 0.6894
F 1.2533 3.2725 1.7448
C -0.2185 2.3075 0.2391
C -1.2611 1.9149 1.2881
C -2.7092 2.2473 0.8847
C -3.1516 1.8688 -0.5330
C -3.9143 0.5638 -0.6636
F -4.3642 0.4587 -1.9256
F -4.9835 0.5554 0.1766
C -3.0571 -0.6944 -0.3114
F -2.8744 -0.6974 1.0190
F -1.8390 -0.5165 -0.8763
S -3.6799 -2.4080 -0.8696
F -3.9749 -2.8373 0.6401
F -5.1413 -1.8722 -0.9890
F -3.3428 -1.9952 -2.3469
F -2.1800 -2.9629 -0.6765
F -4.1204 -3.8190 -1.3463
C 2.0974 2.9521 -0.4415
O 1.9421 4.0422 -0.9220
N 3.0737 2.0355 -0.8327
C 2.6883 0.6898 -0.3502
S 1.4901 -0.0056 -1.6015
C 3.9284 -0.2101 -0.4335
C 4.5655 -0.8397 0.6236
C 5.6872 -1.6248 0.3699
N 6.2062 -1.8191 -0.8313
C 5.5946 -1.2100 -1.8439
C 4.4742 -0.4154 -1.6991
H 0.6959 -1.9701 0.0493
H 2.3739 -2.5741 0.2204
H 1.0905 -3.1882 1.2516
H 0.0804 -0.1448 3.4532
H 1.7225 0.4248 3.8072
H 0.5275 1.5120 3.0641
H 2.7967 2.2701 3.0082
H -0.3223 1.6978 -0.6503
H -0.4293 3.3339 -0.0827
H -1.0486 2.4787 2.1991
H -1.1693 0.8627 1.5473
H -3.3732 1.7707 1.6081
H -2.8554 3.3226 1.0108
H -2.3308 1.8462 -1.2446
H -3.8637 2.6080 -0.9076
H 3.1965 2.0842 -1.8385
H 0.4488 -0.2336 -0.8076
H 4.2170 -0.7479 1.6366
H 6.1795 -2.1192 1.1991
H 6.0149 -1.3745 -2.8296
H 4.0379 0.0343 -2.5829
N -6.1650 -2.8092 -3.6782
O -6.1281 -1.5911 -3.9587
O -5.3687 -3.6008 -4.2279
O -6.9900 -3.2329 -2.8408
*
```

Charges computed using Löwdin, reported in e:
1 C 0.008
2 C -0.458
3 O 0.090
4 N -0.062
5 C -0.079
6 C -0.515
7 S 0.935
8 C -0.366
9 F -0.013
10 C -0.101
11 C -0.182
12 C -0.154
13 C -0.067
14 C -0.477
15 F 0.133
16 F 0.114
17 C -0.399
18 F 0.113
19 F 0.074
20 S 0.751
21 F -0.143
22 F -0.097
23 F -0.102
24 F -0.158
25 F -0.082
26 C -0.426
27 O 0.134
28 N 0.076
29 C -0.598
30 S 0.922
31 C -0.236
32 C -0.059
33 C -0.125
34 N 0.063
35 C -0.135
36 C -0.060
37 H 0.033
38 H 0.089
39 H 0.101
40 H 0.108
41 H 0.076
42 H 0.069
43 H -0.108
44 H 0.070
45 H 0.141
46 H 0.109
47 H 0.087
48 H 0.115
49 H 0.117
50 H 0.120
51 H 0.138
52 H 0.133
53 H -0.139
54 H 0.061
55 H 0.111
56 H 0.107
57 H 0.096
58 N -0.657
59 O -0.097
60 O -0.099
61 O -0.098



Entry 2:
DFT (ωB97M-V/def2-TZVPD) results for a structure of composition C18H21F4N2Pt.

Output
Lowest unoccupied orbital energy (alpha / beta)   -13.99 / -13.98 eV
Gap between HOMO and LUMO (alpha / beta)   0.2107 / 0.2107 Eh
Energy above the lowest of the compared OMol25 structures with the same formula, charge and spin   0.0 kJ/mol

Structure (ORCA input):
```
! RIJCOSX wB97M-V def2-TZVPD def2/J DEFGRID3
* xyz 3 1
Pt 0.4070 -0.1312 0.0385
C 3.3924 -0.1912 1.6545
C 2.2379 -1.0120 2.2134
N 0.8553 -0.4339 1.9910
C -0.1601 -1.3636 2.6444
C -0.7822 -2.3802 1.6912
C 0.8106 0.9049 2.6270
C -0.4502 1.6258 2.2289
N -0.7019 1.4491 0.7656
C -1.5493 2.2384 0.1706
C -1.6813 2.2389 -1.2952
F -0.8930 1.4473 -1.9737
C -2.5266 3.0816 -1.9462
F -2.5922 3.0749 -3.2505
C -3.3289 3.9791 -1.2191
C -3.2788 4.0404 0.1764
F -4.0511 4.8713 0.8168
C -2.4289 3.2224 0.8712
F -2.4369 3.2641 2.1671
H 4.2162 -0.8591 1.4056
H 3.7717 0.5176 2.3885
H 3.1336 0.3730 0.7540
H 2.3358 -1.0810 3.3006
H 2.1983 -2.0331 1.8390
H -0.9248 -0.7342 3.0950
H 0.3707 -1.8555 3.4594
H -1.1387 -1.8535 0.7900
H -1.6281 -2.8688 2.1702
H -0.0658 -3.1452 1.4034
H 1.6922 1.4589 2.3101
H 0.8538 0.8034 3.7152
H -0.3342 2.6837 2.4645
H -1.3412 1.2741 2.7551
H -4.0060 4.6421 -1.7565
C 0.2150 -3.2902 -1.5065
C 1.3456 -2.7897 -0.8413
C 1.8259 -1.4963 -1.0951
C 1.1540 -0.6872 -2.0653
C -0.0088 -1.1668 -2.6549
C -0.4585 -2.4868 -2.3959
H -0.1077 -4.3078 -1.3298
H 1.8853 -3.4296 -0.1521
H 2.8175 -1.2166 -0.7607
H 1.6152 0.2281 -2.4228
H -0.5359 -0.5662 -3.3832
H -1.3255 -2.8628 -2.9247
*
```

Charges computed using Löwdin, reported in e:
1 Pt 1.216
2 C -0.061
3 C -0.188
4 N -0.287
5 C -0.166
6 C -0.052
7 C -0.139
8 C -0.114
9 N 0.041
10 C -0.046
11 C -0.086
12 F 0.144
13 C -0.164
14 F 0.210
15 C 0.284
16 C -0.165
17 F 0.220
18 C -0.054
19 F 0.215
20 H 0.106
21 H 0.098
22 H 0.066
23 H 0.146
24 H 0.118
25 H 0.120
26 H 0.143
27 H 0.054
28 H 0.109
29 H 0.074
30 H 0.132
31 H 0.171
32 H 0.156
33 H 0.149
34 H 0.194
35 C -0.010
36 C -0.017
37 C -0.208
38 C -0.202
39 C -0.033
40 C 0.022
41 H 0.144
42 H 0.140
43 H 0.115
44 H 0.134
45 H 0.128
46 H 0.143



Entry 3:
DFT (ωB97M-V/def2-TZVPD) results for the molecule C18H21N3O5S in a non-equilibrium geometry.

Output
Lowest unoccupied orbital energy   0.05 eV
SMILES   O=C(c1nn(CCCO)c2c1CS(=O)(=O)c1ccccc1-2)N1CCOCC1
Gap between HOMO and LUMO   0.3412 Eh
Energy above the lowest of the compared OMol25 structures with the same formula, charge and spin   327.3 kJ/mol

Structure (ORCA input):
```
! RIJCOSX wB97M-V def2-TZVPD def2/J DEFGRID3
* xyz 0 1
O 0.6833 -2.6380 -1.1875
C 1.0961 -2.0873 -0.1902
C 0.4824 -0.7684 0.2050
N 0.4501 -0.2403 1.4204
N -0.2337 0.9420 1.3586
C -0.6132 1.5705 2.6461
C 0.5544 2.3780 3.2811
C 0.2298 2.6626 4.7186
O 1.3062 3.4546 5.2298
C -0.6584 1.2375 0.0464
C -0.2672 0.1424 -0.6925
C -0.6484 -0.0698 -2.1256
S -2.2134 0.7472 -2.5223
O -3.3401 0.0060 -1.9468
O -2.3931 1.0119 -3.9586
C -2.0910 2.3738 -1.7389
C -2.8071 3.4772 -2.2287
C -2.7795 4.6845 -1.5215
C -2.0828 4.7876 -0.3303
C -1.3486 3.6780 0.1510
C -1.3846 2.4380 -0.5152
N 2.1036 -2.7370 0.5440
C 2.5748 -4.0441 0.1467
C 3.1676 -4.8269 1.3006
O 4.1723 -4.0413 1.9774
C 3.5672 -2.8583 2.4975
C 3.0226 -1.9672 1.3709
H -1.4642 2.2370 2.4925
H -0.9625 0.8086 3.3135
H 1.5126 1.8344 3.1790
H 0.6432 3.3209 2.7494
H -0.7249 3.1684 4.8933
H 0.2326 1.7113 5.2521
H 1.2866 3.4588 6.1814
H -0.7705 -1.1008 -2.4033
H 0.1233 0.3355 -2.7966
H -3.4184 3.4315 -3.1198
H -3.3168 5.5424 -1.8757
H -2.0567 5.7241 0.2408
H -0.7685 3.8374 1.0607
H 3.2861 -3.9305 -0.6599
H 1.7141 -4.5923 -0.2593
H 2.3540 -5.1497 1.9948
H 3.5820 -5.8022 0.9351
H 4.3586 -2.3147 2.9990
H 2.7797 -3.0804 3.2142
H 2.5903 -1.0800 1.8127
H 3.8919 -1.6035 0.8009
*
```

Charges computed using Löwdin, reported in e:
1 O 0.077
2 C -0.345
3 C -0.097
4 N 0.139
5 N -0.063
6 C -0.115
7 C -0.161
8 C -0.276
9 O -0.067
10 C -0.076
11 C -0.118
12 C -0.157
13 S 0.745
14 O -0.308
15 O -0.335
16 C -0.198
17 C -0.028
18 C -0.071
19 C -0.059
20 C -0.017
21 C -0.107
22 N -0.042
23 C -0.141
24 C -0.176
25 O -0.132
26 C -0.186
27 C -0.132
28 H 0.119
29 H 0.115
30 H 0.128
31 H 0.102
32 H 0.125
33 H 0.120
34 H 0.075
35 H 0.100
36 H 0.127
37 H 0.120
38 H 0.103
39 H 0.113
40 H 0.096
41 H 0.131
42 H 0.133
43 H 0.130
44 H 0.137
45 H 0.121
46 H 0.123
47 H 0.098
48 H 0.132



Entry 4:
DFT (ωB97M-V/def2-TZVPD) results for a structure of composition C18H21N5O2PtS2Si in a non-equilibrium geometry.

Output
Lowest unoccupied orbital energy   -0.66 eV
Gap between HOMO and LUMO   0.2627 Eh
Energy above the lowest of the compared OMol25 structures with the same formula, charge and spin   165.7 kJ/mol

Structure (ORCA input):
```
! RIJCOSX wB97M-V def2-TZVPD def2/J DEFGRID3
* xyz 0 1
Pt -0.0629 -0.2751 0.2330
C 5.6054 -0.4027 4.3430
Si 3.7533 -0.3804 4.1010
C 3.0341 1.1864 4.8070
C 2.9931 -1.9015 4.8604
C 3.4249 -0.3921 2.2399
C 4.4336 -0.2968 1.2894
C 4.1646 -0.2568 -0.0847
C 2.8593 -0.3118 -0.5114
N 1.8819 -0.4378 0.3925
C 2.1344 -0.4677 1.7085
S 0.5381 -0.5367 2.3940
H 5.8256 -0.4525 5.4120
H 6.0836 0.4984 3.9535
H 6.0738 -1.2700 3.8728
H 3.1590 1.2231 5.8913
H 1.9688 1.2757 4.5865
H 3.5393 2.0551 4.3788
H 3.2442 -1.9579 5.9221
H 3.3744 -2.8025 4.3751
H 1.9055 -1.9100 4.7717
H 5.4660 -0.2439 1.6148
H 4.9609 -0.1795 -0.8102
H 2.5671 -0.2837 -1.5517
N -5.1256 -2.3108 -5.8641
C -4.6632 -1.8875 -4.6374
C -3.8284 -2.7075 -3.8720
C -3.3450 -2.2721 -2.6536
C -3.6945 -1.0146 -2.1800
C -4.5238 -0.1888 -2.9292
C -5.0067 -0.6235 -4.1476
S -3.0315 -0.4244 -0.6691
O -3.9585 0.5032 -0.0893
O -2.6154 -1.5749 0.0964
N -1.6199 0.3311 -1.0668
C -1.6319 1.7188 -1.2966
N -0.5068 2.3407 -0.9297
C -0.4580 3.6492 -1.1277
C -1.5112 4.3544 -1.6882
C -2.6082 3.5998 -2.0690
N -2.6783 2.2843 -1.8932
H -5.0387 -3.2800 -6.1060
H -5.8816 -1.8121 -6.2946
H -3.5677 -3.6938 -4.2374
H -2.7107 -2.9084 -2.0511
H -4.7811 0.7889 -2.5460
H -5.6593 0.0154 -4.7310
H 0.4559 4.1484 -0.8225
H -1.4692 5.4221 -1.8428
H -3.4686 4.0630 -2.5406
*
```

Charges computed using Löwdin, reported in e:
1 Pt 0.884
2 C -0.184
3 Si 0.504
4 C -0.171
5 C -0.174
6 C -0.219
7 C -0.060
8 C -0.052
9 C -0.098
10 N -0.223
11 C -0.720
12 S 0.646
13 H 0.036
14 H 0.035
15 H 0.036
16 H 0.036
17 H 0.021
18 H 0.037
19 H 0.036
20 H 0.039
21 H 0.018
22 H 0.100
23 H 0.106
24 H 0.121
25 N 0.101
26 C -0.324
27 C -0.032
28 C -0.057
29 C -0.302
30 C -0.063
31 C -0.029
32 S 0.550
33 O -0.291
34 O -0.373
35 N -0.276
36 C -0.489
37 N 0.085
38 C -0.134
39 C -0.059
40 C -0.116
41 N 0.133
42 H 0.089
43 H 0.089
44 H 0.109
45 H 0.113
46 H 0.102
47 H 0.109
48 H 0.107
49 H 0.095
50 H 0.111



Entry 5:
DFT (ωB97M-V/def2-TZVPD) results for the molecule C18H21N5O2S in a non-equilibrium geometry.

Output
Lowest unoccupied orbital energy   0.51 eV
SMILES   O=C1CCC(=O)N1c1ccc(CSc2nnnn2C2CCCCC2)cc1
Gap between HOMO and LUMO   0.3454 Eh
Energy above the lowest of the compared OMol25 structures with the same formula, charge and spin   131.9 kJ/mol

Structure (ORCA input):
```
! RIJCOSX wB97M-V def2-TZVPD def2/J DEFGRID3
* xyz 0 1
O -4.9679 -1.0959 0.0288
C -4.5509 0.0225 0.1478
C -5.3206 1.2511 0.5890
C -4.3159 2.3945 0.5451
C -3.0143 1.7649 0.0968
O -1.9510 2.3076 -0.0444
N -3.2499 0.4187 -0.1188
C -2.2201 -0.4690 -0.5262
C -1.4317 -0.1382 -1.6206
C -0.3652 -0.9467 -1.9557
C -0.0787 -2.0872 -1.2118
C 1.1931 -2.8280 -1.4557
S 2.5796 -1.7102 -0.9817
C 2.0588 -1.3788 0.6389
N 1.5109 -2.2513 1.4611
N 1.2401 -1.5873 2.5700
N 1.5895 -0.3717 2.4812
N 2.1121 -0.1791 1.2701
C 2.5603 1.1172 0.8289
C 4.0288 1.0722 0.4059
C 4.4856 2.4634 -0.0219
C 3.6122 2.9863 -1.1582
C 2.1484 3.0230 -0.7303
C 1.6789 1.6345 -0.3099
C -0.9100 -2.4370 -0.1549
C -1.9793 -1.6315 0.1909
H -5.7218 1.0740 1.5873
H -6.1684 1.3970 -0.0808
H -4.5906 3.1780 -0.1621
H -4.1629 2.8702 1.5140
H -1.6349 0.7598 -2.1823
H 0.2723 -0.6784 -2.7860
H 1.3679 -3.0471 -2.5081
H 1.2743 -3.7298 -0.8529
H 2.4465 1.7661 1.7046
H 4.1423 0.3757 -0.4285
H 4.6404 0.7112 1.2360
H 5.5288 2.4214 -0.3391
H 4.4205 3.1440 0.8300
H 3.9405 3.9862 -1.4465
H 3.7208 2.3331 -2.0266
H 1.5241 3.3804 -1.5499
H 2.0284 3.7145 0.1060
H 0.6354 1.6726 0.0093
H 1.7533 0.9531 -1.1593
H -0.6970 -3.3206 0.4260
H -2.6075 -1.8912 1.0276
*
```

Charges computed using Löwdin, reported in e:
1 O 0.122
2 C -0.409
3 C -0.064
4 C -0.063
5 C -0.407
6 O 0.108
7 N 0.095
8 C -0.178
9 C 0.000
10 C -0.052
11 C -0.318
12 C -0.371
13 S 0.982
14 C -0.618
15 N 0.026
16 N -0.039
17 N 0.049
18 N -0.070
19 C -0.280
20 C -0.153
21 C -0.194
22 C -0.203
23 C -0.189
24 C -0.147
25 C -0.037
26 C 0.020
27 H 0.129
28 H 0.128
29 H 0.128
30 H 0.129
31 H 0.122
32 H 0.116
33 H 0.084
34 H 0.080
35 H 0.157
36 H 0.080
37 H 0.124
38 H 0.111
39 H 0.117
40 H 0.109
41 H 0.116
42 H 0.113
43 H 0.118
44 H 0.108
45 H 0.086
46 H 0.113
47 H 0.123



Entry 6:
DFT (ωB97M-V/def2-TZVPD) results for the molecule C18H21NO2.

Output
Lowest unoccupied orbital energy   0.76 eV
SMILES   COc1ccccc1CNC(=O)CCCc1ccccc1
Gap between HOMO and LUMO   0.3421 Eh
Energy above the lowest of the compared OMol25 structures with the same formula, charge and spin   13.4 kJ/mol

Structure (ORCA input):
```
! RIJCOSX wB97M-V def2-TZVPD def2/J DEFGRID3
* xyz 0 1
C -3.3915 -1.9466 -1.6727
O -2.7102 -1.3299 -0.6102
C -3.0808 -0.0808 -0.2229
C -4.0545 0.6873 -0.8494
C -4.3518 1.9554 -0.3768
C -3.6859 2.4700 0.7183
C -2.7139 1.7060 1.3446
C -2.4039 0.4354 0.8950
C -1.3440 -0.3967 1.5604
N -0.2432 -0.6580 0.6574
C 0.2275 -1.9006 0.4181
O -0.1617 -2.8815 1.0164
C 1.3260 -1.9592 -0.6321
C 2.6771 -2.2609 0.0230
C 3.1084 -1.1725 1.0140
C 3.1462 0.1978 0.3971
C 3.9632 0.4643 -0.6961
C 3.9771 1.7175 -1.2811
C 3.1754 2.7294 -0.7798
C 2.3702 2.4817 0.3181
C 2.3593 1.2262 0.9013
H -4.4624 -2.0402 -1.4653
H -2.9536 -2.9397 -1.7598
H -3.2490 -1.4037 -2.6134
H -4.5881 0.3070 -1.7062
H -5.1114 2.5395 -0.8747
H -3.9188 3.4580 1.0846
H -2.1911 2.1007 2.2040
H -1.7391 -1.3782 1.8409
H -0.9806 0.1139 2.4606
H 0.1032 0.1217 0.1211
H 1.0812 -2.7700 -1.3206
H 1.3801 -1.0247 -1.1927
H 3.4312 -2.3707 -0.7589
H 2.6009 -3.2096 0.5570
H 4.1035 -1.4254 1.3914
H 2.4207 -1.1714 1.8616
H 4.5974 -0.3160 -1.0913
H 4.6168 1.9067 -2.1310
H 3.1835 3.7070 -1.2386
H 1.7486 3.2678 0.7222
H 1.7377 1.0432 1.7665
*
```

Charges computed using Löwdin, reported in e:
1 C -0.074
2 O -0.080
3 C -0.226
4 C -0.021
5 C -0.088
6 C -0.097
7 C -0.042
8 C -0.140
9 C -0.112
10 N 0.077
11 C -0.517
12 O 0.063
13 C -0.100
14 C -0.182
15 C -0.149
16 C -0.247
17 C -0.044
18 C -0.083
19 C -0.096
20 C -0.084
21 C -0.064
22 H 0.098
23 H 0.097
24 H 0.097
25 H 0.102
26 H 0.103
27 H 0.099
28 H 0.110
29 H 0.131
30 H 0.123
31 H 0.132
32 H 0.123
33 H 0.112
34 H 0.105
35 H 0.116
36 H 0.121
37 H 0.114
38 H 0.113
39 H 0.102
40 H 0.099
41 H 0.102
42 H 0.107



Repeat the third record exactly.
DFT (ωB97M-V/def2-TZVPD) results for the molecule C18H21N3O5S in a non-equilibrium geometry.

Output
Lowest unoccupied orbital energy   0.05 eV
SMILES   O=C(c1nn(CCCO)c2c1CS(=O)(=O)c1ccccc1-2)N1CCOCC1
Gap between HOMO and LUMO   0.3412 Eh
Energy above the lowest of the compared OMol25 structures with the same formula, charge and spin   327.3 kJ/mol

Structure (ORCA input):
```
! RIJCOSX wB97M-V def2-TZVPD def2/J DEFGRID3
* xyz 0 1
O 0.6833 -2.6380 -1.1875
C 1.0961 -2.0873 -0.1902
C 0.4824 -0.7684 0.2050
N 0.4501 -0.2403 1.4204
N -0.2337 0.9420 1.3586
C -0.6132 1.5705 2.6461
C 0.5544 2.3780 3.2811
C 0.2298 2.6626 4.7186
O 1.3062 3.4546 5.2298
C -0.6584 1.2375 0.0464
C -0.2672 0.1424 -0.6925
C -0.6484 -0.0698 -2.1256
S -2.2134 0.7472 -2.5223
O -3.3401 0.0060 -1.9468
O -2.3931 1.0119 -3.9586
C -2.0910 2.3738 -1.7389
C -2.8071 3.4772 -2.2287
C -2.7795 4.6845 -1.5215
C -2.0828 4.7876 -0.3303
C -1.3486 3.6780 0.1510
C -1.3846 2.4380 -0.5152
N 2.1036 -2.7370 0.5440
C 2.5748 -4.0441 0.1467
C 3.1676 -4.8269 1.3006
O 4.1723 -4.0413 1.9774
C 3.5672 -2.8583 2.4975
C 3.0226 -1.9672 1.3709
H -1.4642 2.2370 2.4925
H -0.9625 0.8086 3.3135
H 1.5126 1.8344 3.1790
H 0.6432 3.3209 2.7494
H -0.7249 3.1684 4.8933
H 0.2326 1.7113 5.2521
H 1.2866 3.4588 6.1814
H -0.7705 -1.1008 -2.4033
H 0.1233 0.3355 -2.7966
H -3.4184 3.4315 -3.1198
H -3.3168 5.5424 -1.8757
H -2.0567 5.7241 0.2408
H -0.7685 3.8374 1.0607
H 3.2861 -3.9305 -0.6599
H 1.7141 -4.5923 -0.2593
H 2.3540 -5.1497 1.9948
H 3.5820 -5.8022 0.9351
H 4.3586 -2.3147 2.9990
H 2.7797 -3.0804 3.2142
H 2.5903 -1.0800 1.8127
H 3.8919 -1.6035 0.8009
*
```

Charges computed using Löwdin, reported in e:
1 O 0.077
2 C -0.345
3 C -0.097
4 N 0.139
5 N -0.063
6 C -0.115
7 C -0.161
8 C -0.276
9 O -0.067
10 C -0.076
11 C -0.118
12 C -0.157
13 S 0.745
14 O -0.308
15 O -0.335
16 C -0.198
17 C -0.028
18 C -0.071
19 C -0.059
20 C -0.017
21 C -0.107
22 N -0.042
23 C -0.141
24 C -0.176
25 O -0.132
26 C -0.186
27 C -0.132
28 H 0.119
29 H 0.115
30 H 0.128
31 H 0.102
32 H 0.125
33 H 0.120
34 H 0.075
35 H 0.100
36 H 0.127
37 H 0.120
38 H 0.103
39 H 0.113
40 H 0.096
41 H 0.131
42 H 0.133
43 H 0.130
44 H 0.137
45 H 0.121
46 H 0.123
47 H 0.098
48 H 0.132